(1)
Entry from OMol25: 2 unconnected molecules or ions with the total composition C4H12N2O2 (ωB97M-V with the def2-TZVPD basis set).

```
! RIJCOSX wB97M-V def2-TZVPD def2/J DEFGRID3
* xyz 0 1
C -1.874 -0.808 0.105
O -1.249 -1.361 1.256
C -0.606 -0.514 2.078
N -0.179 -1.174 3.183
O -0.439 0.665 1.888
H -2.905 -1.176 0.079
H -1.333 -1.127 -0.785
H -1.862 0.279 0.155
H -0.280 -2.171 3.248
H 0.402 -0.688 3.845
C 0.420 1.765 -1.925
N 0.531 0.618 -1.052
C 1.703 -0.186 -1.318
H 1.298 2.433 -1.892
H 0.298 1.415 -2.954
H -0.463 2.338 -1.643
H 0.527 0.924 -0.082
H 1.636 -0.579 -2.335
H 1.724 -1.023 -0.621
H 2.652 0.369 -1.229
*
```

- orbital gap (eV) = 9.34
- E_tot (eV) = -11418.0126
- strongest force on any atom (eV Å⁻¹) = 0.62
- structure (SMILES) = COC(N)=O.CNC
- relative energy (zero: lowest compared OMol25 entry of this formula, charge and spin) (kcal/mol) = 27.8
- HOMO level (eV) = -8.47



(2)
Entry from OMol25: a molecular structure, C16H23BBr30N2O2 at a distorted geometry (ωB97M-V with the def2-TZVPD basis set).

```
! RIJCOSX wB97M-V def2-TZVPD def2/J DEFGRID3
* xyz 0 1
C 0.855 0.511 -0.001
N -0.266 0.002 -0.804
C -0.454 0.761 -2.049
B -0.212 -1.421 -0.980
O 0.180 -2.051 -2.163
C -0.619 -2.364 0.269
C -0.388 -3.852 -0.060
C 1.140 -3.950 0.100
N 1.475 -2.883 1.066
C 0.290 -2.288 1.481
O 0.078 -1.839 2.532
H 1.819 0.340 -0.481
H 0.742 1.585 0.075
H 0.852 0.141 1.012
H 0.148 1.659 -2.031
H -0.170 0.227 -2.952
H -1.480 1.106 -2.111
H -0.599 -2.201 -2.718
H -1.652 -2.121 0.490
H -0.741 -4.432 0.787
H -0.756 -4.187 -1.013
H 1.685 -3.740 -0.814
H 1.501 -4.917 0.409
H 1.912 -3.255 1.908
C 3.904 -0.576 2.496
Br 2.916 1.046 2.814
Br 4.648 -0.621 0.721
Br 5.252 -0.866 3.842
H 3.200 -1.393 2.566
C -2.359 -6.666 -2.881
Br -2.580 -4.785 -3.217
Br -0.674 -7.325 -3.533
Br -2.619 -7.050 -1.013
H -3.135 -7.186 -3.424
C -0.314 4.670 0.565
Br -1.307 6.292 0.868
Br 0.451 4.626 -1.204
Br 1.022 4.389 1.923
H -1.014 3.849 0.631
C 0.387 -8.412 0.835
Br 0.761 -7.097 2.187
Br 1.897 -8.668 -0.331
Br -0.240 -10.073 1.579
H -0.415 -8.006 0.241
C -2.609 10.430 1.675
Br -1.225 10.570 0.343
Br -3.712 8.879 1.384
Br -1.884 10.465 3.457
H -3.242 11.299 1.569
C -1.213 0.177 -6.532
Br -1.811 -1.201 -5.327
Br -0.218 1.531 -5.597
Br -0.232 -0.550 -8.028
H -2.096 0.650 -6.934
C -1.630 -2.563 4.890
Br -3.088 -2.842 3.663
Br -2.051 -1.226 6.211
Br -1.071 -4.219 5.711
H -0.795 -2.191 4.310
C 0.025 -5.534 9.453
Br 1.806 -4.870 9.146
Br -0.379 -7.033 8.312
Br -0.271 -5.955 11.309
H -0.661 -4.741 9.191
C -1.540 13.631 -2.097
Br -3.185 13.762 -1.106
Br -1.794 14.072 -3.954
Br -0.143 14.685 -1.296
H -1.226 12.598 -2.053
C 3.853 2.801 -7.172
Br 2.526 1.555 -7.799
Br 3.372 3.532 -5.453
Br 5.613 2.020 -7.146
H 3.879 3.624 -7.871
*
```

- orbital gap (eV) = 8.37
- E_tot (eV) = -2125989.4981
- strongest force on any atom (eV Å⁻¹) = 4.83
- HOMO level (eV) = -9.00



(3)
Entry from OMol25: 2 unconnected molecules or ions with the total composition C5H11N3 at a distorted geometry (ωB97M-V with the def2-TZVPD basis set).

```
! RIJCOSX wB97M-V def2-TZVPD def2/J DEFGRID3
* xyz 0 1
C -1.392 0.530 1.014
C -0.431 -0.090 -0.129
C -1.188 -1.068 -0.992
C 0.911 -0.162 0.080
C 1.535 0.063 1.435
N 1.819 -0.462 -0.911
H -2.280 0.973 0.568
H -0.859 1.264 1.604
H -1.724 -0.295 1.651
H -1.281 -2.023 -0.471
H -2.188 -0.692 -1.194
H -0.682 -1.242 -1.961
H 1.703 1.136 1.609
H 0.914 -0.339 2.237
H 2.501 -0.435 1.489
H 1.462 -0.464 -1.839
H 2.723 -0.026 -0.814
N -0.354 1.295 -1.715
N -1.190 2.038 -1.663
*
```

- orbital gap (eV) = 8.20
- E_tot (eV) = -9832.9150
- strongest force on any atom (eV Å⁻¹) = 4.31
- structure (SMILES) = CC(C)=C(C)N.N#N
- relative energy (zero: lowest compared OMol25 entry of this formula, charge and spin) (kcal/mol) = 22.9
- HOMO level (eV) = -7.18